1.
# C41H35ClN2Si2Sr

A structure of composition C41H35ClN2Si2Sr in a non-equilibrium geometry (ωB97M-V/def2-TZVPD, OMol25).

```
! wB97M-V def2-TZVPD RIJCOSX def2/J DEFGRID3
* xyz 0 1
C 1.50196 -3.55549 3.60712
C 2.31545 -2.39300 3.46894
C 1.55876 -1.27145 3.92946
H 3.34686 -2.37399 3.11782
C 0.27750 -1.74491 4.34600
C 0.24640 -3.15665 4.14570
H -0.57443 -3.82338 4.40800
H 1.80841 -4.57973 3.40155
H 1.91017 -0.23867 3.98108
H -0.52749 -1.14058 4.76143
Sr 0.16696 -1.87530 1.40521
Si 0.27011 4.22158 0.15829
C 0.68460 4.96903 -1.53289
C -0.33522 5.16342 -2.48798
H -1.38299 5.03703 -2.19721
C -0.00941 5.42334 -3.82774
H -0.80795 5.46229 -4.57982
C 1.32549 5.60571 -4.19286
H 1.59151 5.75683 -5.24526
C 2.31516 5.66773 -3.20005
H 3.34688 5.92018 -3.47063
C 1.98478 5.40351 -1.86749
H 2.73744 5.48074 -1.08161
C -1.21793 5.33384 0.51443
C -1.25641 6.73947 0.37469
H -0.33299 7.32764 0.37203
C -2.49863 7.38267 0.24893
H -2.55210 8.46573 0.12169
C -3.67614 6.62420 0.31091
H -4.64639 7.10346 0.14465
C -3.62727 5.27241 0.67642
H -4.53598 4.70168 0.84890
C -2.39219 4.64615 0.86587
H -2.33199 3.62357 1.26151
H 1.31181 4.79934 1.02406
Si -1.14567 1.78929 -2.19037
C -1.45866 1.18342 -0.42432
C -0.51606 1.35611 0.61955
H 0.50804 1.72277 0.43830
C -0.85323 1.02647 1.93629
H -0.13442 1.25153 2.71851
C -2.10319 0.45635 2.24108
H -2.38398 0.29636 3.28391
C -2.98374 0.15247 1.19198
H -3.93780 -0.34350 1.40066
C -2.66270 0.49610 -0.12015
H -3.28094 0.14062 -0.94571
C 0.62816 1.31358 -2.49783
C 1.32534 0.34125 -1.75096
H 0.76351 -0.44143 -1.23084
C 2.72135 0.36243 -1.70262
H 3.24810 -0.26720 -0.97984
C 3.42313 1.17510 -2.60115
H 4.51292 1.18921 -2.57925
C 2.72579 1.91790 -3.56388
H 3.26829 2.46237 -4.33569
C 1.32832 1.95254 -3.54722
H 0.79498 2.51008 -4.32411
H -1.83868 0.80634 -2.91994
Cl -0.95851 -2.10504 -1.02430
C -3.07538 -5.63424 1.76755
C -2.29708 -4.46782 1.87407
N -1.00788 -4.42463 1.53160
C -0.42356 -5.53518 1.03511
C -1.12960 -6.77742 0.92811
C -2.48019 -6.80149 1.32309
C -0.48986 -7.90131 0.32768
C 0.77131 -7.79982 -0.20373
C 1.48414 -6.56269 -0.18665
C 2.69557 -6.39100 -0.87794
C 3.25542 -5.12642 -0.93968
C 2.64169 -4.06287 -0.25204
N 1.50217 -4.20574 0.43414
C 0.90855 -5.42174 0.45883
H -4.12535 -5.59320 2.03577
H -2.74190 -3.53641 2.24111
H -3.03029 -7.73416 1.20334
H -1.05208 -8.83609 0.25218
H 1.23756 -8.65363 -0.70108
H 3.12031 -7.25485 -1.38601
H 4.16231 -4.93635 -1.50520
H 3.08906 -3.06651 -0.26345
*
```

- Gap between HOMO and LUMO (spin up / spin down): 0.2193 / 0.2154 Ha
- Relative energy (zero: lowest compared OMol25 entry of this formula, charge and spin): 2.3657 eV
- Largest force on an atom: 2.7 eV/A
- HOMO energy (spin up / spin down): -7.267 / -7.268 eV

Here are the Mulliken charges for atoms 1 to 4, given in e: atom 1 (C): -0.15, atom 2 (C): -0.66, atom 3 (C): -0.63, atom 4 (H): 0.43

---

2.
# C19H39O3P3Sn

A structure of composition C19H39O3P3Sn in a non-equilibrium geometry (ωB97M-V/def2-TZVPD, OMol25).

```
! wB97M-V def2-TZVPD RIJCOSX def2/J DEFGRID3
* xyz 4 1
P 4.23122 -0.54592 0.50552
C 4.81841 -0.80331 2.21512
H 5.91986 -0.83795 2.29338
H 4.41341 -1.76996 2.56884
H 4.45658 0.01434 2.87301
C 3.74512 -2.02431 -0.49179
H 3.32119 -1.74528 -1.47914
H 2.95568 -2.63779 -0.00821
H 4.61834 -2.67664 -0.67332
C 4.92168 0.75920 -0.62490
H 6.01248 0.64853 -0.81556
H 4.76149 1.78068 -0.21830
H 4.35855 0.72935 -1.58686
P -1.02293 3.93788 -0.17797
C -1.20611 4.93675 1.31858
H -1.63929 5.90170 1.06521
H -0.20500 5.02525 1.75738
H -1.84661 4.34682 1.98905
C -0.01627 4.85484 -1.38869
H 0.02246 4.30528 -2.33423
H 1.00631 4.89661 -1.00320
H -0.43368 5.84481 -1.56320
C -2.64482 3.89983 -0.99040
H -3.00209 4.92202 -1.11568
H -3.34427 3.32299 -0.37614
H -2.59404 3.39275 -1.96361
P -3.11079 -2.50041 0.64677
C -3.84920 -2.98466 2.24598
H -4.36165 -3.96277 2.20031
H -4.61171 -2.23775 2.54402
H -3.03676 -3.05440 3.00307
C -4.19957 -2.27106 -0.80687
H -4.84202 -3.15964 -0.93616
H -3.56079 -2.16091 -1.70722
H -4.84878 -1.38062 -0.72187
C -1.91308 -3.72322 0.00848
H -2.34799 -4.72781 0.11134
H -0.93390 -3.64745 0.49248
H -1.67773 -3.53681 -1.04833
Sn 0.14922 -0.27234 -2.33225
C 2.61427 0.07572 0.90466
O 1.58312 0.41555 1.30328
C -2.39204 -0.81497 0.94873
O -1.62212 0.06034 1.06896
C -1.29268 -0.42397 -4.17580
C -0.59300 -1.64484 -3.99291
C 0.80696 -1.65803 -4.07978
C 1.53578 -0.47157 -4.13850
C 0.84603 0.75285 -4.26785
C -0.56025 0.76202 -4.35701
H -2.38455 -0.40454 -4.25827
H -1.16572 -2.55819 -3.88453
H 1.31137 -2.59211 -4.15022
H 2.60602 -0.47080 -4.18581
H 1.37829 1.69008 -4.38867
H -1.08926 1.68580 -4.60355
C 0.56419 -2.86414 4.50720
C 0.32455 -1.95454 3.32338
O 0.41407 -2.58132 2.02375
H -0.12191 -3.71036 4.51534
H 0.37302 -2.29676 5.41376
H 1.59749 -3.20871 4.55562
H -0.67411 -1.50725 3.34497
H 1.03384 -1.11570 3.32936
H 1.17250 -3.19285 2.04834
*
```

- Gap between HOMO and LUMO (spin up / spin down): 0.1078 / 0.1088 Ha
- Relative energy (zero: lowest compared OMol25 entry of this formula, charge and spin): 2.4399 eV
- Largest force on an atom: 7.5 eV/A
- HOMO energy (spin up / spin down): -16.572 / -16.599 eV

Here are the Mulliken charges for atoms 1 to 4, given in e: atom 1 (P): 0.77, atom 2 (C): -1.06, atom 3 (H): 0.40, atom 4 (H): 0.37

---

3.
# C2H2FOP

A cluster of 2 separate species, C2H2FOP in total in a non-equilibrium geometry (ωB97M-V/def2-TZVPD, OMol25).

```
! wB97M-V def2-TZVPD RIJCOSX def2/J DEFGRID3
* xyz 0 1
O -1.47527 -0.96069 0.05561
C -1.19494 0.16258 -0.18873
F -1.12872 1.18607 0.62602
H -0.91961 0.57621 -1.31223
C 1.65280 -0.47662 0.13037
P 2.02683 0.93495 0.68330
H 1.03891 -1.42251 0.00566
*
```

- Gap between HOMO and LUMO: 0.3840 Ha
- SMILES: O=CF.C#P
- Relative energy (zero: lowest compared OMol25 entry of this formula, charge and spin): 1.7106 eV
- Largest force on an atom: 4.4 eV/A
- HOMO energy: -10.286 eV

Here are the Mulliken charges for atoms 1 to 4, given in e: atom 1 (O): -0.40, atom 2 (C): 0.23, atom 3 (F): -0.17, atom 4 (H): 0.32

---

4.
# C33H22Cl7N3O2P2Se2Zr

A structure of composition C33H22Cl7N3O2P2Se2Zr (ωB97M-V/def2-TZVPD, OMol25).

```
! wB97M-V def2-TZVPD RIJCOSX def2/J DEFGRID3
* xyz 2 1
Zr -0.24565 -1.36268 -3.34045
Se 3.11737 -1.27936 2.49396
P 2.16833 0.52080 1.98347
C 0.73329 0.91896 3.01227
C 0.77250 0.55980 4.35814
C -0.28206 0.89258 5.19228
C -1.38745 1.56649 4.68649
C -1.43024 1.92634 3.34770
C -0.36479 1.61383 2.51366
C 3.21620 1.98453 1.94263
C 4.58916 1.83519 2.09813
C 5.40528 2.95728 2.07688
C 4.85277 4.21515 1.89878
C 3.48006 4.36351 1.74351
C 2.65827 3.25121 1.76800
C 1.55415 0.36941 0.26180
C 0.51740 -0.30419 -0.37347
N 0.87317 -0.36060 -1.70180
N 2.03309 0.26615 -1.85440
N 2.44647 0.70188 -0.70931
P -0.91892 -1.13184 0.26300
Se -1.41812 -2.93191 -1.08554
C -0.52332 -2.15143 1.65665
C -1.08217 -1.92369 2.91177
C -0.77156 -2.79052 3.94464
C 0.06069 -3.87854 3.71994
C 0.62167 -4.09888 2.46796
C 0.34665 -3.22649 1.43528
C -2.37286 -0.14485 0.47081
C -3.46627 -0.67986 1.15362
C -4.60340 0.09493 1.30815
C -4.64827 1.37487 0.77110
C -3.56526 1.89066 0.06699
C -2.42288 1.13119 -0.09227
H 1.62736 0.01376 4.73762
H -0.24267 0.62791 6.24040
H -2.20981 1.82321 5.34081
H -2.28267 2.46642 2.95635
H -0.38481 1.92668 1.47705
H 5.00774 0.84810 2.24043
H 6.47317 2.84547 2.20377
H 5.49178 5.08776 1.88688
H 3.05187 5.34779 1.61258
H 1.58827 3.37623 1.66263
H -1.72248 -1.06724 3.08730
H -1.18029 -2.61504 4.93015
H 0.28943 -4.55389 4.53304
H 1.29854 -4.92648 2.31192
H 0.86524 -3.33785 0.48544
H -3.43280 -1.68308 1.56156
H -5.45520 -0.30258 1.84139
H -5.54112 1.97331 0.89148
H -3.61714 2.88225 -0.36062
H -1.58064 1.51966 -0.65255
Cl -1.06240 -3.33569 -5.52836
C -1.37302 -1.72357 -6.14901
C -0.96568 -0.72310 -5.30219
C -1.13859 0.58572 -5.69095
Cl -0.55434 1.76171 -4.55343
C -1.71791 0.91410 -6.90973
Cl -1.91682 2.54573 -7.36645
C -2.13059 -0.13323 -7.75436
Cl -2.84344 0.22882 -9.25597
C -1.95842 -1.47736 -7.38047
Cl -2.44233 -2.76172 -8.39443
Cl 1.78454 -3.31637 -3.10995
C 2.99030 -2.36382 -4.04041
Cl 2.13141 -1.06493 -4.89111
H 3.44612 -3.02555 -4.76819
H 3.69669 -1.93303 -3.33851
O -1.81990 -0.60222 -2.36312
O -2.11272 -1.99777 -2.58134
*
```

- Gap between HOMO and LUMO: 0.1974 Ha
- Largest force on an atom: 0.9 eV/A
- HOMO energy: -12.593 eV

Here are the Mulliken charges for atoms 1 to 4, given in e: atom 1 (Zr): 0.84, atom 2 (Se): -0.29, atom 3 (P): 0.67, atom 4 (C): 0.84

---

5.
# C28H52N3O9P

A cluster of 2 separate species, C28H52N3O9P in total in a non-equilibrium geometry (ωB97M-V/def2-TZVPD, OMol25).

```
! wB97M-V def2-TZVPD RIJCOSX def2/J DEFGRID3
* xyz 0 1
C -0.03219 -3.08969 -2.10577
C 0.68126 -2.86038 -3.41756
O 0.36578 -3.50960 -4.37913
N 1.69392 -1.84170 -3.46477
C 2.89164 -2.29826 -4.16364
C 1.09963 -0.66102 -4.15361
C 1.61700 0.59743 -3.44724
C 1.08099 0.70719 -1.99001
C 2.21126 0.35445 -1.01441
C 1.94899 0.74639 0.46446
C 3.15990 0.51212 1.39312
C 4.26935 -0.38784 0.82405
C 5.53370 -0.15447 1.67956
N 6.14155 1.11695 1.28891
C 7.09147 1.03847 0.17699
C 6.48781 1.68611 -1.06402
C 6.36681 3.07464 -1.14252
C 5.78244 3.68542 -2.23997
C 5.29382 2.94185 -3.31006
C 5.43651 1.55992 -3.27755
C 6.02509 0.96077 -2.16774
O 6.09625 -0.41387 -2.20643
C 0.80170 -0.17995 0.93430
C 0.03721 0.32091 2.17110
C -1.41137 -0.24205 2.08803
O 0.58613 -0.13797 3.41057
O 1.43517 2.10976 0.49679
C 2.30454 3.05836 0.06888
N 2.29142 3.44995 -1.29058
O 3.03602 3.63009 0.83180
H 0.67174 -3.32288 -1.30216
H -0.56677 -2.18892 -1.78228
H -0.75891 -3.89001 -2.22724
H 2.66670 -2.92080 -5.04006
H 3.55878 -2.86061 -3.50586
H 3.45711 -1.44412 -4.54462
H 0.01016 -0.68300 -4.04979
H 1.36274 -0.68348 -5.21681
H 2.70988 0.50089 -3.42345
H 1.41906 1.50867 -4.02218
H 0.26456 -0.01725 -1.92694
H 0.66447 1.70050 -1.83835
H 2.32768 -0.73486 -1.02335
H 3.17007 0.75747 -1.36010
H 2.78588 0.00701 2.28880
H 3.62310 1.43379 1.75137
H 3.99132 -1.44267 0.92881
H 4.56683 -0.14213 -0.19282
H 5.31012 -0.14050 2.74906
H 6.24382 -0.97845 1.49172
H 6.54510 1.59936 2.07619
H 7.46909 0.02563 -0.01389
H 7.95984 1.64049 0.46411
H 6.72830 3.70732 -0.33818
H 5.68538 4.76535 -2.29641
H 4.80486 3.38405 -4.17043
H 5.07797 0.92593 -4.08079
H 6.35426 -0.75310 -1.34424
H 1.28084 -1.13910 1.16340
H 0.07822 -0.37098 0.14180
H -0.07848 1.40157 2.22807
H -2.02914 0.29910 2.80483
H -1.78811 -0.00694 1.08856
H -1.41339 -1.32257 2.25569
H 0.32579 -1.05944 3.50669
H 2.81120 2.79510 -1.86842
H 2.80055 4.32496 -1.32647
C -6.80837 -3.98995 1.96833
C -6.26442 -2.83291 1.14934
O -6.88221 -1.59106 1.49776
P -6.46610 -0.87275 2.90725
O -5.06383 -0.42772 2.69802
O -7.25030 0.55552 2.73944
C -6.58113 1.81152 2.85121
C -6.29677 2.38049 1.47737
O -7.65044 -1.50676 3.80600
C -8.99794 -1.01782 3.87568
C -9.76943 -1.14454 2.58291
H -6.53845 -3.88761 3.02205
H -6.40561 -4.93659 1.60579
H -7.89642 -4.02351 1.91557
H -5.17984 -2.75104 1.26472
H -6.47428 -2.99730 0.09271
H -5.67210 1.72492 3.44401
H -7.25441 2.47997 3.39341
H -5.71513 1.68248 0.87475
H -5.74901 3.32121 1.55211
H -7.23040 2.56268 0.94255
H -9.01728 0.00021 4.25900
H -9.48402 -1.63366 4.63489
H -9.38233 -0.47840 1.81409
H -10.81586 -0.88722 2.75454
H -9.71552 -2.16199 2.19526
*
```

- Gap between HOMO and LUMO: 0.3302 Ha
- SMILES: CC(=O)N(C)CCCC[C@](CCCNCc1ccccc1O)(C[C@@H](C)O)OC(N)=O.CCOP(=O)(OCC)OCC
- Largest force on an atom: 6.7 eV/A
- HOMO energy: -8.725 eV

Here are the Mulliken charges for atoms 1 to 4, given in e: atom 1 (C): -0.93, atom 2 (C): 0.39, atom 3 (O): -0.57, atom 4 (N): 0.52

---

Calculated values (Ha) of DFT total energy for the records, taken in order: -2762.72419 -2209.66799 -593.77609 -10338.87245 -2280.90750.